# 1
{"formula": "C4H5NO", "method": "wB97M-V/def2-TZVPD", "symbols": ["H", "H", "H", "C", "C", "C", "H", "H", "C", "N", "O"], "xyz": [[-0.700, -0.562, -2.041], [0.991, 1.811, 0.972], [-0.184, 1.789, -1.477], [0.002, 0.957, -0.813], [0.846, -0.385, 0.756], [0.026, -1.154, -0.061], [-1.436, -0.699, 0.955], [1.187, -0.825, 1.682], [0.712, 0.949, 0.386], [-0.388, -0.300, -1.114], [-1.055, -1.582, 0.756]], "forces_ev_per_angstrom": [[-0.3, -0.1, 0.5], [0.4, 0.1, -0.3], [0.1, -0.1, -0.1], [0.3, 0.1, -0.1], [0.0, 0.3, 0.3], [-0.2, 0.8, 0.2], [-0.1, -0.9, 0.3], [-0.1, 0.4, 0.1], [0.5, 0.2, -0.2], [0.0, 0.3, 0.1], [-0.6, -0.9, -0.8]], "mulliken_charge": [0.211, 0.347, 0.405, -0.310, -0.237, -0.080, 0.353, 0.351, -0.505, -0.064, -0.471], "relative_energy_kcal_mol": 62.0, "e_homo_ev": [-8.00, -8.00], "smiles": "Oc1ccc[nH]1", "largest_force_ha_per_bohr": 0.02737, "gap_ev": [8.41, 8.41]}

---

# 2
{"formula": "C4H5NO", "method": "wB97M-V/def2-TZVPD", "symbols": ["H", "C", "C", "H", "H", "H", "H", "O", "N", "C", "C"], "xyz": [[1.432, -2.115, -0.424], [-0.704, 0.649, 0.849], [0.139, -0.647, 0.728], [-1.509, 0.419, 1.628], [0.016, 1.335, 1.349], [-0.756, 1.730, -0.818], [0.052, -1.362, 1.528], [-1.399, 1.166, -0.283], [0.979, 0.427, -2.537], [0.837, -1.203, -0.362], [0.913, -0.399, -1.659]], "forces_ev_per_angstrom": [[-0.5, 0.2, 0.6], [-0.3, -1.0, 1.1], [0.7, -1.8, -3.6], [1.1, 0.3, -1.1], [-0.6, 0.2, -0.4], [-1.2, -1.2, 0.9], [0.2, 0.2, 0.7], [2.2, 0.8, -0.3], [-0.3, -4.2, 4.1], [-1.4, 3.2, -0.1], [0.2, 3.4, -1.9]], "mulliken_charge": [0.349, -0.361, -0.182, 0.270, 0.276, 0.347, 0.360, -0.496, -0.468, -0.381, 0.285], "relative_energy_kcal_mol": 48.1, "e_homo_ev": -10.13, "smiles": "N#C/C=C\\CO", "largest_force_ha_per_bohr": 0.11480, "gap_ev": 10.31}

---

# 3
{"formula": "C4H5NO", "method": "wB97M-V/def2-TZVPD", "symbols": ["C", "C", "H", "H", "N", "C", "O", "C", "H", "H", "H"], "xyz": [[-0.141, 0.079, -0.217], [-1.110, -0.798, 0.455], [-0.935, -1.038, 1.503], [1.700, -0.167, 0.889], [0.134, -0.172, -2.808], [0.006, -0.067, -1.664], [-1.421, 0.556, 0.177], [1.057, 0.638, 0.523], [0.684, 1.212, 1.375], [-1.664, -1.536, -0.121], [1.652, 1.297, -0.116]], "forces_ev_per_angstrom": [[0.2, 0.0, -0.1], [0.0, -0.3, 0.1], [0.0, 0.1, -0.1], [-0.1, 0.1, -0.1], [-0.1, 0.1, 1.1], [0.1, -0.1, -1.0], [-0.1, 0.2, 0.0], [0.0, 0.0, 0.0], [0.1, -0.1, -0.1], [0.1, 0.1, 0.1], [-0.1, -0.1, 0.1]], "mulliken_charge": [1.250, -0.591, 0.263, 0.287, -0.404, -0.106, -0.425, -1.285, 0.357, 0.294, 0.362], "relative_energy_kcal_mol": 37.3, "e_homo_ev": -11.21, "smiles": "C[C@@]1(C#N)CO1", "largest_force_ha_per_bohr": 0.02107, "gap_ev": 12.01}

---

# 4
{"formula": "C4H5NO", "method": "wB97M-V/def2-TZVPD", "symbols": ["O", "H", "C", "C", "H", "H", "H", "C", "H", "N", "C"], "xyz": [[1.709, -1.421, 0.911], [0.547, -0.784, -1.995], [0.629, -0.971, 1.019], [-0.488, -0.618, 1.639], [1.090, 1.547, -0.468], [0.933, 1.032, -2.562], [-2.352, 0.269, 2.127], [0.739, 0.272, -1.797], [-1.985, 0.152, 0.345], [0.829, 0.579, -0.578], [-1.651, -0.056, 1.360]], "forces_ev_per_angstrom": [[-1.2, 0.2, -0.1], [-0.1, 0.3, -0.5], [1.2, -0.9, 0.9], [-0.3, 0.1, 0.1], [0.0, 0.6, 0.2], [-0.2, -0.6, -0.3], [0.2, -0.1, 0.1], [0.4, 0.0, 0.4], [0.1, -0.1, -0.1], [0.1, 0.5, -0.5], [0.0, 0.0, -0.1]], "mulliken_charge": [-0.422, 0.234, 0.794, -0.416, 0.182, 0.247, 0.240, -0.269, 0.232, -0.321, -0.500], "relative_energy_kcal_mol": 87.8, "e_homo_ev": -8.21, "smiles": "C=C=C=O.C=N", "largest_force_ha_per_bohr": 0.03451, "gap_ev": 8.41}

---

# 5
{"formula": "C4H5NO", "method": "wB97M-V/def2-TZVPD", "symbols": ["C", "H", "H", "H", "C", "O", "H", "C", "C", "N", "H"], "xyz": [[-0.736, -0.116, -0.858], [0.441, 1.678, 0.072], [-1.706, -1.100, 0.898], [0.212, 1.495, -1.628], [0.779, -0.324, -0.614], [0.986, -1.567, 1.502], [-1.332, 0.624, 1.149], [-1.008, -0.297, 0.656], [0.448, -0.757, 0.790], [0.329, 1.058, -0.728], [1.588, -0.694, -1.239]], "forces_ev_per_angstrom": [[-0.1, 0.1, 0.2], [-0.2, -0.1, -0.2], [0.1, 0.0, 0.1], [0.7, 0.1, -0.1], [0.2, -0.1, -0.1], [-0.2, 0.3, -0.3], [0.0, -0.2, 0.0], [-0.2, 0.0, 0.2], [0.2, -0.3, 0.2], [-0.4, 0.1, 0.0], [-0.2, 0.1, 0.1]], "mulliken_charge": [-0.617, 0.256, 0.293, 0.340, -0.023, -0.544, 0.221, -0.417, 0.321, -0.271, 0.441], "relative_energy_kcal_mol": 98.7, "e_homo_ev": -8.43, "largest_force_ha_per_bohr": 0.01365, "gap_ev": 8.99}

---

# 6
{"formula": "C4H5NO", "method": "wB97M-V/def2-TZVPD", "symbols": ["H", "N", "H", "C", "H", "O", "C", "H", "H", "C", "C"], "xyz": [[0.057, 1.086, -1.753], [0.985, -1.430, 0.607], [-1.572, 1.674, -1.110], [-0.659, 1.135, -0.948], [-0.232, -1.716, -1.031], [0.849, -0.743, 1.876], [-0.296, -1.351, -0.010], [-1.241, 0.461, 0.969], [1.739, 0.622, 0.495], [-0.526, 0.273, 0.171], [0.896, -0.009, 0.735]], "forces_ev_per_angstrom": [[0.1, 0.1, -0.1], [0.7, -1.2, -1.0], [-0.2, 0.2, -0.1], [0.2, -0.6, -0.5], [-0.1, -0.2, -0.1], [-0.5, 0.1, 1.3], [-0.8, 0.9, -0.6], [0.1, 0.1, 0.0], [0.2, 0.1, 0.1], [0.2, -1.2, 1.3], [0.2, 1.6, -0.4]], "mulliken_charge": [0.325, -0.306, 0.322, -1.085, 0.276, -0.310, -0.351, 0.328, 0.424, 0.203, 0.174], "relative_energy_kcal_mol": 167.3, "e_homo_ev": [-8.42, -8.55], "largest_force_ha_per_bohr": 0.03470, "gap_ev": [8.17, 8.11]}

---

# 7
{"formula": "C4H5NO", "method": "wB97M-V/def2-TZVPD", "symbols": ["H", "H", "H", "C", "O", "C", "H", "C", "H", "N", "C"], "xyz": [[0.998, -2.062, -0.933], [0.057, -0.192, 1.855], [-1.014, -1.141, -1.668], [-0.486, -0.802, -0.770], [1.789, 1.242, -0.520], [0.952, 0.752, 0.129], [-0.252, 1.599, 1.588], [-0.890, 0.371, -0.108], [-1.706, 1.021, -0.398], [0.605, -1.364, -0.306], [-0.064, 0.624, 1.136]], "forces_ev_per_angstrom": [[-0.1, 0.1, 0.1], [0.0, 0.1, -0.1], [0.1, 0.1, 0.1], [-0.1, 0.2, 0.1], [-0.8, -0.4, 0.6], [1.1, 0.4, -0.3], [0.0, -0.1, -0.1], [-0.6, -0.2, -0.2], [0.2, -0.2, 0.0], [0.0, 0.0, -0.2], [0.1, 0.1, -0.1]], "mulliken_charge": [0.196, 0.226, 0.378, 0.053, -0.399, 0.478, 0.275, -0.719, 0.348, -0.678, -0.157], "relative_energy_kcal_mol": 69.8, "e_homo_ev": -7.85, "smiles": "[H]/N=C/[C@H]1CC1=O", "largest_force_ha_per_bohr": 0.02272, "gap_ev": 8.68}

---

# 8
{"formula": "C4H5NO", "method": "wB97M-V/def2-TZVPD", "symbols": ["H", "H", "N", "C", "H", "O", "C", "C", "H", "H", "C"], "xyz": [[0.995, -0.061, -1.416], [0.747, -1.898, 0.396], [0.336, 2.751, 1.692], [-0.746, -0.302, 0.147], [-1.039, -0.282, 1.208], [1.132, 0.837, -0.991], [-0.004, -1.491, -0.269], [0.343, 1.892, 0.911], [-0.312, -2.075, -1.129], [-1.653, -0.088, -0.439], [0.236, 0.822, -0.029]], "forces_ev_per_angstrom": [[0.7, 1.2, 0.1], [0.0, 0.1, -0.2], [0.1, -0.3, -0.2], [0.0, 1.2, 0.1], [0.1, -0.3, -0.3], [0.5, -1.7, -1.9], [-0.4, -1.4, 0.0], [-0.4, -0.5, -0.3], [0.1, 0.0, 0.1], [0.2, -0.3, 0.0], [-0.8, 1.9, 2.6]], "mulliken_charge": [0.406, 0.337, -0.413, 0.022, 0.282, -0.470, -1.076, 0.207, 0.408, 0.221, 0.077], "relative_energy_kcal_mol": 88.5, "e_homo_ev": [-9.51, -7.68], "largest_force_ha_per_bohr": 0.06458, "gap_ev": [9.45, 6.60]}

---

# 9
{"formula": "C4H5NO", "method": "wB97M-V/def2-TZVPD", "symbols": ["C", "O", "H", "C", "H", "C", "C", "N", "H", "H", "H"], "xyz": [[0.595, -0.852, -0.318], [-0.404, 3.749, -0.343], [0.490, -1.924, -0.157], [-0.485, 1.302, 0.163], [-1.097, 4.242, 0.115], [-0.466, 2.483, -0.067], [-0.493, -0.095, 0.403], [-1.372, -0.574, 1.176], [1.568, -0.529, 0.048], [0.550, -0.640, -1.385], [-1.316, -1.583, 1.301]], "forces_ev_per_angstrom": [[-0.1, -0.2, 0.1], [0.1, 0.4, -0.2], [0.0, 0.0, 0.0], [0.0, 1.5, -0.2], [0.0, -0.1, 0.0], [-0.1, -0.9, 0.2], [0.3, -0.8, -0.1], [-0.5, 0.0, 0.4], [0.1, 0.0, 0.0], [0.0, 0.0, 0.0], [0.3, 0.0, -0.2]], "mulliken_charge": [-1.081, -0.535, 0.348, -0.360, 0.356, 1.378, -0.253, -0.677, 0.283, 0.295, 0.245], "relative_energy_kcal_mol": 59.8, "e_homo_ev": -9.26, "smiles": "[H]/N=C(\\C)C#CO", "largest_force_ha_per_bohr": 0.02877, "gap_ev": 9.75}

---

# 10
{"formula": "C4H5NO", "method": "wB97M-V/def2-TZVPD", "symbols": ["N", "C", "H", "C", "H", "O", "H", "H", "C", "H", "C"], "xyz": [[0.340, -1.610, -1.236], [0.100, -0.285, -1.543], [-0.939, 1.321, 1.475], [0.527, -2.733, -0.939], [0.250, 0.567, 2.572], [0.744, 0.442, 0.606], [-0.840, -0.460, 1.598], [0.037, 1.719, -0.886], [0.265, 0.681, -0.639], [-0.231, -0.073, -2.553], [-0.260, 0.470, 1.613]], "forces_ev_per_angstrom": [[0.2, -1.1, 0.3], [0.0, 0.2, 0.1], [0.1, -0.1, 0.0], [-0.2, 1.1, -0.3], [-0.1, 0.0, -0.1], [0.1, 0.0, -0.1], [0.1, 0.1, 0.0], [0.0, -0.2, 0.0], [-0.1, -0.1, -0.2], [0.1, 0.0, 0.2], [-0.2, 0.0, 0.3]], "mulliken_charge": [0.001, -0.340, 0.327, -0.158, 0.226, -0.359, 0.249, 0.418, -0.106, 0.362, -0.621], "relative_energy_kcal_mol": 56.9, "e_homo_ev": -9.81, "largest_force_ha_per_bohr": 0.02213, "gap_ev": 10.63}

---

no.,DFT total energy (eV)
1,-7763.8369
2,-7764.4408
3,-7764.9101
4,-7762.7204
5,-7762.2479
6,-7759.2698
7,-7763.4984
8,-7762.6874
9,-7763.9348
10,-7764.0581